(1)
ORCA calculation (the ωB97M-V functional and the def2-TZVPD basis) on a 13-piece molecular cluster, C70H170N4O31 overall at a distorted geometry.

## Properties
E_HOMO in eV: -8.477
2S+1: 1
LUMO energy in Eh: 0.009
ΔE to the lowest compared entry with this formula, charge and spin in kcal/mol: 179.82

CARTESIAN COORDINATES (ANGSTROEM)
C 4.050 8.806 -5.500
O 5.327 8.206 -5.211
C 6.158 8.041 -6.291
C 5.825 6.885 -7.237
O 4.720 7.171 -7.951
C 4.265 6.000 -8.620
C 4.411 6.097 -10.185
O 5.654 5.645 -10.737
C 5.720 5.666 -12.128
H 3.422 8.925 -4.617
H 3.533 8.093 -6.142
H 3.951 9.760 -6.018
H 7.158 7.960 -5.865
H 6.156 8.935 -6.914
H 5.745 6.028 -6.568
H 6.613 6.577 -7.924
H 3.183 5.984 -8.493
H 4.636 5.006 -8.369
H 4.223 7.133 -10.468
H 3.586 5.542 -10.632
H 4.821 5.259 -12.590
H 6.579 5.173 -12.583
H 5.732 6.682 -12.521
C -5.569 -3.245 -14.941
O -5.250 -3.488 -13.578
C -4.151 -2.702 -12.953
C -4.711 -2.045 -11.633
O -3.751 -1.061 -11.219
C -4.149 -0.287 -10.047
C -3.168 0.912 -9.942
O -1.748 0.635 -9.791
C -1.136 0.390 -11.052
H -6.149 -2.325 -15.009
H -6.161 -4.070 -15.339
H -4.674 -3.147 -15.555
H -3.832 -1.825 -13.517
H -3.346 -3.384 -12.679
H -4.837 -2.813 -10.869
H -5.722 -1.660 -11.770
H -3.982 -0.954 -9.201
H -5.178 0.066 -10.104
H -3.369 1.399 -8.988
H -3.250 1.647 -10.743
H -1.025 1.329 -11.594
H -1.676 -0.290 -11.710
H -0.167 0.054 -10.681
C 6.242 -2.046 7.270
O 7.610 -2.212 7.518
C 8.280 -2.807 6.323
C 9.807 -2.878 6.473
O 10.512 -1.685 6.781
C 11.734 -2.060 7.501
C 12.231 -0.963 8.435
O 11.576 -0.769 9.680
C 10.209 -0.410 9.516
H 6.092 -1.099 6.752
H 5.653 -2.147 8.182
H 5.879 -2.723 6.497
H 8.044 -2.244 5.420
H 7.837 -3.794 6.192
H 10.342 -3.407 5.685
H 9.762 -3.504 7.365
H 12.552 -2.260 6.809
H 11.695 -2.971 8.098
H 12.185 -0.014 7.900
H 13.295 -1.075 8.641
H 9.970 -0.024 10.506
H 9.486 -1.224 9.455
H 10.029 0.313 8.721
C -6.273 -5.574 2.511
O -5.022 -6.195 2.264
C -4.740 -6.658 0.975
C -4.301 -5.669 -0.089
O -5.297 -4.664 -0.284
C -4.793 -3.416 -0.810
C -5.882 -2.736 -1.677
O -5.405 -1.468 -1.998
C -6.330 -0.566 -2.681
H -7.120 -6.018 1.988
H -6.239 -4.535 2.183
H -6.472 -5.730 3.572
H -5.537 -7.282 0.569
H -3.937 -7.384 1.099
H -4.051 -6.183 -1.017
H -3.298 -5.422 0.259
H -3.888 -3.541 -1.405
H -4.611 -2.785 0.060
H -6.866 -2.658 -1.214
H -5.999 -3.219 -2.647
H -7.344 -0.637 -2.288
H -6.328 -0.927 -3.710
H -5.826 0.392 -2.554
C -0.580 -1.489 2.787
O -0.647 -0.616 1.685
C 0.678 -0.202 1.232
C 0.865 -0.144 -0.259
O -0.061 0.809 -0.787
C -0.189 0.782 -2.203
C 0.938 1.598 -2.907
O 0.961 2.984 -2.623
C -0.237 3.677 -3.057
H -0.255 -0.940 3.671
H 0.056 -2.352 2.592
H -1.599 -1.830 2.968
H 1.474 -0.749 1.738
H 0.821 0.781 1.681
H 0.620 -1.094 -0.735
H 1.866 0.138 -0.585
H -1.092 1.268 -2.574
H -0.200 -0.247 -2.565
H 1.076 1.427 -3.975
H 1.847 1.146 -2.510
H -0.139 4.735 -2.812
H -1.132 3.460 -2.474
H -0.334 3.520 -4.131
C 1.171 5.150 -17.351
O 0.219 5.724 -16.517
C -0.717 4.802 -16.064
C -1.791 5.443 -15.151
O -1.183 5.895 -13.939
C -1.980 6.896 -13.254
C -1.368 7.311 -11.976
O -0.317 8.202 -12.464
C 0.173 8.959 -11.352
H 1.946 4.651 -16.770
H 1.757 5.971 -17.764
H 0.818 4.638 -18.247
H -0.304 4.012 -15.436
H -1.168 4.359 -16.952
H -2.674 4.849 -14.916
H -2.042 6.394 -15.622
H -2.959 6.432 -13.136
H -2.132 7.735 -13.933
H -1.139 6.389 -11.442
H -2.102 7.902 -11.428
H 0.722 8.346 -10.638
H -0.606 9.487 -10.802
H 0.924 9.707 -11.607
C 4.405 -14.593 9.262
O 3.613 -13.754 8.450
C 2.975 -14.414 7.290
C 2.196 -13.440 6.343
O 2.871 -12.382 5.723
C 3.057 -11.266 6.626
C 3.202 -9.950 5.716
O 4.506 -9.465 5.387
C 5.351 -10.420 4.623
H 5.021 -15.209 8.608
H 3.735 -15.141 9.925
H 4.994 -13.979 9.944
H 2.306 -15.202 7.635
H 3.834 -14.767 6.720
H 1.360 -13.026 6.907
H 1.793 -13.965 5.477
H 4.039 -11.438 7.067
H 2.345 -11.224 7.450
H 2.614 -9.199 6.244
H 2.675 -10.226 4.803
H 6.370 -10.072 4.454
H 4.943 -10.645 3.637
H 5.449 -11.275 5.291
C 6.594 -5.233 12.586
O 6.818 -6.559 12.021
C 6.077 -6.857 10.787
C 4.492 -6.974 10.929
O 4.199 -7.328 12.247
C 2.850 -7.472 12.671
C 1.975 -6.190 12.464
O 1.825 -5.984 11.009
C 0.680 -5.210 10.747
H 5.735 -5.308 13.252
H 6.237 -4.615 11.761
H 7.452 -4.837 13.128
H 6.469 -7.821 10.461
H 6.192 -6.155 9.961
H 4.173 -7.613 10.107
H 4.172 -5.950 10.736
H 2.885 -7.921 13.664
H 2.468 -8.259 12.021
H 2.272 -5.303 13.024
H 0.991 -6.351 12.903
H -0.231 -5.557 11.234
H 0.416 -5.304 9.693
H 0.777 -4.166 11.045
C -3.608 10.198 0.249
O -4.783 10.062 -0.541
C -4.944 8.798 -1.128
C -6.190 8.697 -2.035
O -6.400 9.518 -3.252
C -6.784 10.836 -3.039
C -8.272 11.181 -2.915
O -8.809 10.887 -1.633
C -10.159 10.693 -1.588
H -3.657 9.769 1.249
H -3.625 11.281 0.367
H -2.629 9.912 -0.136
H -4.926 7.993 -0.393
H -4.046 8.637 -1.724
H -7.050 8.910 -1.400
H -6.264 7.670 -2.392
H -6.449 11.434 -3.887
H -6.258 11.489 -2.344
H -8.897 10.764 -3.705
H -8.347 12.259 -3.060
H -10.448 9.789 -2.125
H -10.705 11.552 -1.980
H -10.465 10.612 -0.545
C 8.247 -2.914 -2.350
C 6.716 -2.960 -1.885
C 6.245 -4.428 -1.874
O 4.819 -4.527 -1.398
C 4.326 -5.840 -1.422
N 6.618 -2.290 -0.589
H 8.397 -3.047 -3.422
H 8.877 -3.686 -1.909
H 8.824 -2.025 -2.096
H 6.080 -2.521 -2.654
H 6.827 -5.076 -1.218
H 6.231 -4.834 -2.885
H 5.004 -6.381 -0.762
H 4.361 -6.309 -2.406
H 3.311 -5.907 -1.031
H 6.958 -1.339 -0.570
H 5.640 -2.133 -0.393
C -8.832 -0.140 12.023
C -9.151 -1.628 11.696
C -7.869 -2.448 11.833
O -6.892 -2.402 10.782
C -7.184 -3.217 9.654
N -10.164 -2.112 12.514
H -7.975 0.150 11.414
H -8.558 0.072 13.056
H -9.638 0.518 11.696
H -9.483 -1.629 10.658
H -8.115 -3.506 11.925
H -7.264 -2.199 12.704
H -8.097 -2.873 9.168
H -7.326 -4.260 9.937
H -6.396 -3.207 8.900
H -11.043 -1.614 12.500
H -10.398 -2.981 12.056
C -5.619 1.960 3.399
C -6.091 2.126 1.974
C -7.189 3.322 1.771
O -8.396 3.167 2.506
C -9.322 2.213 1.859
N -5.050 2.490 1.072
H -6.364 1.686 4.146
H -5.011 2.777 3.788
H -5.068 1.020 3.419
H -6.494 1.166 1.652
H -7.212 3.386 0.683
H -6.754 4.250 2.142
H -9.376 2.333 0.777
H -10.281 2.426 2.331
H -8.998 1.190 2.049
H -4.297 1.825 0.963
H -5.572 2.173 0.268
C 2.542 6.572 2.247
C 1.577 5.360 2.386
C 0.839 5.125 3.717
O 1.858 4.947 4.609
C 1.468 4.680 5.979
N 0.584 5.428 1.351
H 1.993 7.343 2.789
H 2.836 6.932 1.262
H 3.478 6.489 2.800
H 2.021 4.441 2.003
H 0.182 4.254 3.709
H 0.255 5.988 4.035
H 2.234 4.779 6.748
H 1.068 3.672 6.090
H 0.787 5.512 6.157
H -0.098 4.686 1.414
H 1.004 5.301 0.442

Atoms 1-2, force components in eV/Å:
-0.86 -1.42 -0.38
-1.67 1.07 1.21

***

(2)
ORCA calculation (the ωB97M-V functional and the def2-TZVPD basis) on a 2-piece molecular cluster, C26H21Br2Cl3F3NO5S2 overall at a distorted geometry.

## Properties
E_HOMO in eV: -8.396
2S+1: 1
SMILES string: Cc1cccc(Cc2c(Br)c(CC(=O)Br)c(S(C)(=O)=O)c3c2Sc2ccc(COC(F)(F)F)cc2N3O)c1.ClC(Cl)Cl
LUMO energy in Eh: -0.049
ΔE to the lowest compared entry with this formula, charge and spin in kcal/mol: 715.64

CARTESIAN COORDINATES (ANGSTROEM)
C 0.134 8.153 0.185
C -0.441 6.617 -0.018
C -1.998 6.256 -0.461
C -2.386 4.656 -0.629
C -1.355 3.404 -0.384
C 0.188 3.755 0.048
C 1.379 2.668 0.363
C 0.855 1.210 0.897
C 0.150 1.154 2.379
Br -0.034 2.860 3.481
C -0.383 -0.309 2.986
C -1.052 -0.248 4.491
C 0.073 0.074 5.686
O -0.186 0.911 6.727
Br 1.925 -0.769 5.607
C -0.190 -1.719 2.106
S -0.796 -3.287 2.951
C -2.667 -3.315 3.252
O -0.387 -4.602 2.245
O -0.082 -3.315 4.358
C 0.532 -1.683 0.598
C 1.017 -0.202 0.079
S 1.841 -0.130 -1.625
C 1.058 -1.588 -2.546
C 0.885 -1.582 -4.209
C 0.245 -2.879 -5.013
C -0.225 -4.203 -4.109
C -0.822 -5.508 -4.948
O -1.267 -6.615 -4.063
C -2.703 -6.901 -4.236
F -3.104 -7.958 -3.234
F -2.966 -7.378 -5.626
F -3.418 -5.607 -3.929
C -0.059 -4.161 -2.462
C 0.586 -2.863 -1.631
N 0.713 -2.997 -0.129
O 1.906 -3.577 0.138
C 0.587 5.360 0.219
H -0.462 8.765 0.997
H 1.279 8.183 0.516
H 0.091 8.794 -0.813
H -2.797 7.090 -0.651
H -3.505 4.375 -0.932
H -1.648 2.273 -0.475
H 2.025 3.136 1.251
H 2.127 2.607 -0.557
H -1.614 -1.226 4.814
H -1.865 0.624 4.478
H -3.134 -4.392 3.046
H -2.855 -3.113 4.410
H -3.251 -2.477 2.674
H 1.227 -0.665 -4.888
H 0.130 -2.942 -6.193
H 0.073 -5.965 -5.592
H -1.636 -5.181 -5.738
H -0.387 -5.102 -1.849
H 1.798 -4.567 0.314
H 1.693 5.619 0.562
Cl 3.754 5.270 0.897
C 5.032 4.066 1.128
Cl 4.714 2.625 0.146
Cl 6.615 4.754 0.728
H 5.041 3.770 2.180

Atoms 1-2, force components in eV/Å:
0.16 0.17 -0.17
-0.78 -3.68 -0.42

***

(3)
ORCA calculation (the ωB97M-V functional and the def2-TZVPD basis) on C31H51Cl2N3P2Sc as an isolated structure at a distorted geometry.

## Properties
E_HOMO (alpha / beta) in eV: -2.184 / -2.185
2S+1: 1
Net charge: -1
LUMO energy (alpha / beta) in Eh: 0.086 / 0.086

CARTESIAN COORDINATES (ANGSTROEM)
P 2.158 0.122 -0.493
C 2.394 1.933 -0.693
C 3.871 2.307 -0.793
C 3.991 3.839 -0.766
C 3.120 4.522 -1.821
C 1.658 4.079 -1.771
C 1.494 2.552 -1.779
C 2.082 -0.809 -2.060
C 3.390 -0.683 -2.810
C 3.358 -1.708 -3.962
C 2.137 -1.533 -4.864
C 0.803 -1.474 -4.100
C 0.827 -0.498 -2.916
C 3.311 -0.627 0.746
C 3.159 0.137 2.064
C 4.016 -0.502 3.160
C 3.756 -1.996 3.345
C 3.784 -2.753 2.014
C 2.912 -2.098 0.932
H 2.001 2.299 0.276
H 4.301 1.906 -1.725
H 4.440 1.859 0.042
H 5.034 4.115 -0.918
H 3.717 4.206 0.233
H 3.189 5.608 -1.719
H 3.525 4.283 -2.812
H 1.171 4.490 -0.874
H 1.127 4.494 -2.630
H 0.434 2.296 -1.602
H 1.767 2.169 -2.775
H 1.961 -1.854 -1.724
H 3.359 -2.720 -3.529
H 4.241 -0.873 -2.137
H 3.506 0.340 -3.205
H 4.274 -1.612 -4.547
H 2.104 -2.344 -5.597
H 2.253 -0.604 -5.438
H -0.001 -1.189 -4.789
H 0.554 -2.478 -3.718
H -0.090 -0.613 -2.314
H 0.842 0.540 -3.287
H 4.341 -0.536 0.358
H 3.429 1.198 1.946
H 2.094 0.116 2.335
H 5.069 -0.356 2.894
H 3.845 0.035 4.094
H 2.779 -2.148 3.829
H 4.517 -2.419 4.008
H 3.453 -3.787 2.146
H 4.817 -2.789 1.641
H 3.001 -2.662 -0.011
H 1.850 -2.116 1.221
Sc -1.577 0.041 0.823
Cl -0.712 -2.075 0.210
Cl -0.220 1.342 2.227
C -2.085 1.358 -0.753
H -1.694 2.376 -0.740
C -2.861 1.041 -1.880
C -3.112 -0.332 -2.269
C -3.947 -0.595 -3.347
C -4.540 0.451 -4.072
C -4.270 1.782 -3.720
C -3.439 2.081 -2.662
H -2.626 -1.157 -1.717
H -4.155 -1.633 -3.634
H -4.718 2.598 -4.275
H -3.197 3.106 -2.369
H -5.206 0.237 -4.902
C -5.378 -2.473 3.606
N -3.972 -2.481 4.077
C -3.774 -1.513 5.172
N -4.206 -0.160 4.790
C -5.608 -0.164 4.316
N -5.836 -1.129 3.229
C -5.282 -0.681 1.963
P -3.469 -0.565 2.218
C -3.039 -2.248 2.975
C -3.324 0.450 3.784
H -6.019 -2.861 4.407
H -5.443 -3.141 2.737
H -2.707 -1.493 5.428
H -4.354 -1.841 6.045
H -5.843 0.846 3.960
H -6.262 -0.413 5.161
H -5.523 -1.373 1.143
H -5.697 0.288 1.659
H -1.998 -2.259 3.333
H -3.119 -3.050 2.231
H -3.631 1.485 3.616
H -2.280 0.496 4.124

Atoms 1-2, force components in eV/Å:
-3.62 -0.13 1.31
0.57 -0.64 0.29